This record from the OMol25 dataset describes a molecular structure, C25H28N6PRbSTe. The level of theory is ωB97M-V/def2-TZVPD.

Summary:
HOMO-LUMO gap	7.529	eV
ΔE to the lowest compared entry with this formula, charge and spin	0.00	kcal/mol
M	688.65	u

Each line ends with the Löwdin charge.
Geometry (Å):
Rb  1.14799  -0.92085  -0.40323  0.58
N  0.20970  1.52386  -2.75144  0.05
C  -0.14804  2.84428  -2.41826  -0.33
C  -0.08038  3.83999  -3.39795  -0.04
C  -0.39332  5.15017  -3.09456  -0.08
C  -0.79628  5.49849  -1.80967  -0.09
C  -0.85047  4.51666  -0.83873  -0.08
C  -0.51515  3.18991  -1.11343  -0.32
P  -0.43196  1.92780  0.20469  1.02
C  0.88693  2.60499  1.26681  -0.38
C  1.93231  3.36993  0.75036  -0.09
C  2.99332  3.74078  1.56592  -0.09
C  3.02072  3.35720  2.89946  -0.08
C  1.98334  2.59596  3.42137  -0.07
C  0.92943  2.21595  2.60501  -0.11
C  -1.95730  2.16284  1.16998  -0.37
C  -2.12106  3.14247  2.14792  -0.10
C  -3.31967  3.25553  2.83443  -0.07
C  -4.36996  2.39472  2.54673  -0.08
C  -4.21451  1.41069  1.58226  -0.08
C  -3.00969  1.28982  0.90555  -0.10
H  0.35778  1.40652  -3.74254  0.06
H  -0.45054  0.83269  -2.42781  0.03
H  0.20839  3.56823  -4.40722  0.11
H  -0.33697  5.90357  -3.87055  0.10
H  -1.05524  6.52068  -1.56866  0.10
H  -1.14905  4.77986  0.16926  0.10
H  1.91745  3.68883  -0.28485  0.10
H  3.79661  4.34041  1.15572  0.10
H  3.84726  3.65456  3.53273  0.10
H  1.96674  2.28911  4.45924  0.09
H  0.12702  1.63249  3.03685  0.08
H  -1.29804  3.80189  2.39538  0.11
H  -3.42812  4.01002  3.60285  0.11
H  -5.30367  2.48061  3.08785  0.10
H  -5.02273  0.72322  1.36772  0.10
H  -2.87996  0.49547  0.17935  0.10
S  0.87166  -1.57621  -3.77692  0.55
C  1.06860  -3.21733  -3.47788  -0.92
N  2.24040  -3.87293  -3.45274  0.02
C  2.10958  -5.25645  -3.01564  -0.13
C  0.58091  -5.46269  -3.06411  -0.13
N  0.09284  -4.09802  -3.20233  0.03
H  3.09929  -3.36830  -3.55880  0.14
H  2.49619  -5.38141  -2.00259  0.08
H  2.63008  -5.93610  -3.68795  0.12
H  0.20935  -5.92548  -2.15107  0.08
H  0.27891  -6.07689  -3.91438  0.12
H  -0.86827  -3.81702  -3.25460  0.14
C  1.73747  -6.49472  0.45321  -0.48
Te  1.23398  -4.49604  1.00174  1.13
C  -0.84656  -4.73131  0.64088  -0.44
H  1.32554  -7.18889  1.18118  0.00
H  2.82322  -6.57610  0.45696  0.00
H  1.36155  -6.73972  -0.53878  -0.03
H  -1.00131  -5.13552  -0.35731  -0.02
H  -1.28174  -3.73903  0.72788  -0.03
H  -1.28425  -5.38779  1.38795  0.01
N  0.07223  0.51121  5.43967  0.09
C  -0.15236  -0.41951  4.78222  -0.42
N  -0.43063  -1.52122  4.11479  0.06
C  -0.31631  -1.56250  2.83236  -0.43
N  -0.24323  -1.76936  1.67774  -0.13